No. 1
Molecular formula: C36H30Cl2NNiOP2
Method: DFT, ωB97M-V with the def2-TZVPD basis set

Calculated values
Net charge: +1
Kohn-Sham gap (alpha / beta): 6.189 / 6.184 eV
LUMO (alpha / beta): -3.6 / -3.6 eV

Structure (XYZ):
```
73
C36H30Cl2NNiOP2 (ωB97M-V with the def2-TZVPD basis set)
Ni -0.7428 0.1741 -0.2222
Cl -2.6439 4.7572 0.0629
C -2.9419 3.4037 1.0861
C -3.8266 3.5420 2.1637
C -4.0882 2.4989 3.0057
Cl -5.1905 2.7113 4.3258
C -3.4550 1.2545 2.8012
C -3.6342 0.1221 3.6248
C -2.9514 -1.0322 3.3528
C -2.0755 -1.0632 2.2620
N -1.8835 -0.0303 1.4707
C -2.5662 1.1285 1.7063
C -2.2904 2.2126 0.8026
O -1.4744 2.0478 -0.1895
H -4.3067 4.4976 2.3236
H -4.3110 0.1828 4.4656
H -3.0702 -1.9137 3.9660
H -1.5155 -1.9637 2.0362
C 2.1405 1.3494 -2.2867
C 2.0535 1.8097 -0.8251
P 1.2682 0.6959 0.3999
C 2.2942 -0.7961 0.5080
C 3.5140 -0.9525 -0.1410
C 4.2102 -2.1505 -0.0379
C 3.6982 -3.1908 0.7212
C 2.4893 -3.0341 1.3893
C 1.7896 -1.8453 1.2780
C 1.5571 1.5517 1.9664
C 0.5161 1.9068 2.8140
C 0.7849 2.5506 4.0144
C 2.0928 2.8352 4.3725
C 3.1392 2.4720 3.5312
C 2.8737 1.8305 2.3347
C 0.8024 1.0043 -2.9341
P 0.0249 -0.4234 -2.1281
C -1.7265 -0.3843 -2.5890
C -2.5853 -0.8609 -1.5912
C -3.9542 -0.6443 -1.6616
C -4.4763 0.0363 -2.7472
C -3.6348 0.4930 -3.7554
C -2.2653 0.2997 -3.6746
C 0.8568 -1.9396 -2.5996
C 1.7950 -1.9802 -3.6283
C 2.4193 -3.1767 -3.9422
C 2.1116 -4.3303 -3.2328
C 1.1825 -4.2915 -2.2019
C 0.5616 -3.0965 -1.8788
H 2.8141 0.4953 -2.3743
H 2.5933 2.1587 -2.8624
H 1.4773 2.7370 -0.7464
H 3.0593 2.0339 -0.4616
H 3.9397 -0.1449 -0.7207
H 5.1568 -2.2648 -0.5486
H 4.2433 -4.1214 0.8013
H 2.0958 -3.8390 1.9957
H 0.8457 -1.7193 1.7978
H -0.5065 1.6988 2.5412
H -0.0331 2.8304 4.6646
H 2.3014 3.3379 5.3069
H 4.1619 2.6839 3.8115
H 3.6999 1.5272 1.7014
H 0.9157 0.8701 -4.0106
H 0.0832 1.8121 -2.7659
H -2.1890 -1.4691 -0.7792
H -4.6009 -1.0054 -0.8732
H -5.5407 0.2140 -2.8178
H -4.0508 1.0141 -4.6069
H -1.6217 0.6891 -4.4527
H 2.0402 -1.0881 -4.1888
H 3.1452 -3.2099 -4.7431
H 2.5996 -5.2626 -3.4824
H 0.9499 -5.1896 -1.6464
H -0.1447 -3.0568 -1.0576
```

No. 2
Molecular formula: C36H30CrN4O6S2
Method: DFT, ωB97M-V with the def2-TZVPD basis set

Calculated values
Net charge: -1
Multiplicity: 4
Kohn-Sham gap (alpha / beta): 7.673 / 7.602 eV
LUMO (alpha / beta): 2.2 / 2.0 eV
⟨S²⟩: 3.792

Structure (XYZ):
```
79
C36H30CrN4O6S2 (ωB97M-V with the def2-TZVPD basis set)
Cr -0.0131 -0.0484 -0.4903
C -5.8989 5.7385 -1.7170
C -4.6492 5.0859 -1.1902
C -3.4818 5.0803 -1.9464
C -2.3373 4.4483 -1.4885
C -2.3447 3.8073 -0.2587
C -3.4889 3.8387 0.5264
C -4.6311 4.4669 0.0547
S -0.8793 2.9689 0.3156
O -0.6918 3.4564 1.6637
O 0.1518 3.2556 -0.6650
N -1.1805 1.4181 0.2618
C -2.1802 0.9209 1.2018
C -2.0512 -0.5853 1.3863
O -2.7694 -1.1627 2.1845
O -1.1496 -1.1600 0.6510
H -5.6982 6.7524 -2.0683
H -6.6695 5.7918 -0.9479
H -6.3058 5.1741 -2.5587
H -3.4684 5.5720 -2.9134
H -1.4306 4.4509 -2.0762
H -3.4855 3.3892 1.5096
H -5.5255 4.4751 0.6675
H -3.1950 1.1017 0.8330
H -2.0760 1.3832 2.1876
C -0.2007 3.7533 -6.9020
C -0.8421 2.8217 -5.9095
C -0.6789 3.0303 -4.5406
C -1.2512 2.1757 -3.6178
C -2.0061 1.0966 -4.0595
C -2.1844 0.8693 -5.4119
C -1.5996 1.7355 -6.3299
S -2.6973 -0.0095 -2.8559
O -3.4383 0.8074 -1.9379
O -3.3994 -1.0388 -3.5901
N -1.3964 -0.5792 -2.1205
C -0.9654 -1.8729 -2.0944
C -1.6049 -3.0467 -2.5343
C -0.9588 -4.2417 -2.3288
C 0.2813 -4.2914 -1.6831
C 0.8246 -3.1043 -1.2544
N 0.2345 -1.9301 -1.4763
H 0.8431 3.9375 -6.6421
H -0.7108 4.7193 -6.9198
H -0.2332 3.3395 -7.9103
H -0.0705 3.8581 -4.1900
H -1.0846 2.3253 -2.5591
H -2.7714 0.0188 -5.7328
H -1.7305 1.5568 -7.3919
H -2.5767 -2.9837 -2.9949
H -1.4311 -5.1611 -2.6542
H 0.7898 -5.2262 -1.4978
H 1.7620 -3.0667 -0.7123
C 1.8561 0.5493 3.3899
C 2.7607 1.5596 3.0787
C 2.9504 1.9226 1.7583
C 2.2269 1.2756 0.7538
C 1.2710 0.2985 1.0537
C 1.1148 -0.0642 2.3910
C 2.4366 1.5437 -0.6780
C 3.4903 2.3896 -1.1209
C 3.7310 2.5344 -2.4432
C 2.9547 1.8091 -3.3771
C 3.2063 1.8731 -4.7658
C 2.4686 1.1301 -5.6422
C 1.4450 0.2986 -5.1479
C 1.1694 0.2387 -3.8106
C 1.9165 0.9943 -2.8806
N 1.6414 0.9134 -1.5335
H 1.7125 0.2574 4.4243
H 3.3060 2.0670 3.8647
H 3.6434 2.7217 1.5275
H 0.3877 -0.8231 2.6577
H 4.0882 2.9086 -0.3889
H 4.5257 3.1797 -2.8007
H 4.0059 2.5170 -5.1150
H 2.6670 1.1762 -6.7056
H 0.8497 -0.2899 -5.8342
H 0.3647 -0.3750 -3.4498
```

No. 3
Molecular formula: C36H30FN11O3Ru
Method: DFT, ωB97M-V with the def2-TZVPD basis set

Calculated values
Net charge: +1
Multiplicity: 2
Kohn-Sham gap (alpha / beta): 3.063 / 3.936 eV
LUMO (alpha / beta): -4.4 / -4.3 eV
⟨S²⟩: 1.136

Structure (XYZ):
```
82
C36H30FN11O3Ru (ωB97M-V with the def2-TZVPD basis set)
Ru -0.1959 -0.6578 -2.8637
C 2.4295 -2.6466 -6.5976
C 1.4323 -2.1545 -7.4201
C 0.2117 -1.5883 -7.0890
C -0.3058 -1.1384 -5.8305
N 0.1423 -1.5011 -4.6067
C 2.2469 -2.9388 -5.1988
N -1.2778 -0.2363 -5.9686
C -1.6621 0.6199 -5.0675
N -1.1128 0.7838 -3.8136
C -1.5945 1.9645 -3.2808
N -1.2270 2.5464 -2.1798
C -0.4399 2.0289 -1.2380
C -0.0759 2.7522 -0.1405
C 0.4748 2.0784 1.0469
C 1.4895 0.9806 0.7587
C 1.0910 0.2020 -0.5245
N -0.1007 0.6333 -1.2710
C -2.5339 2.5530 -4.2101
C -3.2700 3.7271 -4.1734
C -4.0389 4.0383 -5.2811
C -4.0781 3.2010 -6.3949
C -3.3639 2.0175 -6.4313
C -2.5924 1.6950 -5.3254
H 3.3820 -2.9122 -7.0285
H 1.6438 -2.1748 -8.4816
H -0.4133 -1.2623 -7.9063
H 3.1147 -2.9826 -4.5507
H -0.3478 3.7922 -0.1033
H 0.8209 2.7973 1.7888
H 2.5532 1.1674 0.8711
H 1.9092 0.0404 -1.2476
H -3.2233 4.3797 -3.3166
H -4.6040 4.9578 -5.2957
H -4.6716 3.4904 -7.2478
H -3.3990 1.3641 -7.2861
C 3.6246 -1.9108 4.0064
C 2.3227 -2.6819 3.7990
N 1.5702 -2.1086 2.6993
C 1.5245 -2.8232 1.5322
C 1.1246 -2.2437 0.3401
C 1.2568 -2.9141 -1.0186
O 1.8104 -3.9878 -1.1215
O 0.7782 -2.2125 -1.9809
C 0.7190 -0.9373 0.3696
O -1.1436 -0.1830 -1.1353
C 0.6880 -0.0956 1.5962
C -0.4395 0.9704 1.7114
C -0.7856 1.3513 3.0947
F -1.6526 2.4064 3.1273
C -0.2365 0.8104 4.1976
C 0.6089 -0.3574 4.0540
C 1.0009 -0.8562 2.8483
N -0.5692 1.1751 5.5344
C -1.5640 2.2243 5.7157
C -1.8094 2.4236 7.2173
N -1.4517 1.1548 7.8945
C 0.0235 0.9690 7.8697
C 0.5298 1.3517 6.4646
H 4.1882 -2.3360 4.8315
H 3.4246 -0.8635 4.2195
H 4.2338 -1.9619 3.1078
H 1.7213 -2.6789 4.7103
H 2.5508 -3.7192 3.5560
H 1.8862 -3.8369 1.5498
H -1.3319 0.7595 1.1194
H 0.7956 -0.9121 4.9590
H -2.4832 1.9055 5.2205
H -1.2605 3.1848 5.2790
H -2.8531 2.6757 7.4040
H -1.1832 3.2179 7.6269
H -1.8734 0.3960 7.3419
H -1.8126 1.1159 8.8518
H 0.2445 -0.0727 8.1047
H 0.4761 1.6067 8.6294
H 1.3608 0.7087 6.1826
H 0.8980 2.3878 6.4593
N 1.2350 -7.2068 -5.4972
C 0.9350 -6.1294 -5.2344
N 0.4769 -4.9519 -4.9136
C 1.0465 -3.8466 -4.8794
N 0.9836 -2.5860 -4.5400
```